{"formula": "C33H64O10Si2", "method": "the ωB97M-V functional and the def2-TZVPD basis", "multiplicity": 1, "charge": 0, "e_above_lowest_kj_mol": 0.00, "homo_lumo_gap_ev": 8.006, "elements": ["C", "C", "Si", "C", "C", "C", "C", "C", "O", "C", "O", "C", "C", "O", "Si", "C", "O", "C", "C", "C", "C", "C", "C", "C", "C", "C", "C", "H", "H", "H", "H", "H", "H", "H", "H", "H", "H", "H", "H", "H", "H", "H", "H", "H", "H", "H", "H", "H", "H", "H", "H", "H", "H", "H", "H", "H", "H", "H", "H", "H", "H", "H", "H", "C", "O", "C", "C", "O", "C", "C", "O", "C", "H", "H", "H", "H", "H", "H", "H", "H", "H", "H", "H", "H", "H", "H", "C", "O", "C", "C", "O", "C", "C", "O", "C", "H", "H", "H", "H", "H", "H", "H", "H", "H", "H", "H", "H", "H", "H"], "positions_angstrom": [[-1.61, 3.91, 5.16], [-1.78, 2.56, 5.32], [-2.44, 1.44, 3.98], [-3.56, 0.08, 4.63], [-4.12, 0.29, 6.07], [-5.65, 0.49, 6.13], [-3.51, 2.53, 2.86], [-3.77, 1.85, 1.50], [-5.18, 1.78, 1.22], [-5.71, 0.53, 1.25], [-6.69, 0.33, 1.90], [-5.09, -0.58, 0.43], [-4.31, -1.54, 1.36], [-1.29, 0.72, 2.96], [0.19, 1.43, 2.78], [0.17, 2.82, 1.49], [0.10, 2.31, 0.14], [1.27, 2.42, -0.57], [2.50, 1.96, -0.12], [3.64, 2.06, -0.91], [4.97, 1.55, -0.43], [3.55, 2.63, -2.18], [2.32, 3.11, -2.62], [1.18, 3.03, -1.84], [-0.18, 3.55, -2.28], [-0.52, 4.80, -1.42], [-0.20, 4.00, -3.74], [-2.22, 4.64, 5.68], [-0.87, 4.23, 4.43], [-1.59, 2.10, 6.29], [-4.42, -0.02, 3.97], [-3.05, -0.89, 4.60], [-3.89, -0.61, 6.63], [-3.64, 1.10, 6.61], [-6.12, -0.27, 6.75], [-5.88, 1.44, 6.62], [-6.13, 0.49, 5.16], [-4.47, 2.61, 3.36], [-3.03, 3.49, 2.71], [-3.26, 0.89, 1.41], [-3.33, 2.49, 0.73], [-5.88, -1.13, -0.07], [-4.38, -0.14, -0.27], [-3.28, -1.21, 1.49], [-4.82, -1.62, 2.31], [-4.32, -2.53, 0.91], [0.81, 1.93, 4.03], [1.10, 0.38, 2.26], [-0.75, 3.40, 1.64], [0.99, 3.52, 1.62], [2.59, 1.51, 0.86], [5.43, 0.99, -1.25], [4.88, 0.87, 0.41], [5.67, 2.36, -0.20], [4.43, 2.69, -2.81], [2.28, 3.57, -3.59], [-0.95, 2.79, -2.14], [-0.17, 5.67, -1.98], [-1.59, 4.93, -1.30], [0.01, 4.81, -0.47], [-0.22, 3.15, -4.43], [-1.13, 4.56, -3.90], [0.60, 4.69, -3.98], [-4.86, -0.40, -3.41], [-5.41, -1.70, -3.44], [-6.64, -1.77, -4.14], [-6.77, -3.07, -4.91], [-5.97, -3.16, -6.07], [-4.57, -3.30, -5.92], [-4.12, -4.64, -5.37], [-4.37, -4.72, -3.97], [-4.68, -6.03, -3.54], [-5.47, 0.26, -2.78], [-3.86, -0.48, -2.98], [-4.78, 0.02, -4.41], [-6.73, -0.93, -4.84], [-7.46, -1.71, -3.41], [-7.80, -3.13, -5.27], [-6.61, -3.93, -4.25], [-4.15, -2.48, -5.33], [-4.16, -3.21, -6.93], [-3.04, -4.74, -5.53], [-4.64, -5.44, -5.90], [-5.49, -6.46, -4.15], [-5.02, -5.97, -2.51], [-3.81, -6.68, -3.59], [11.49, -0.37, -0.03], [10.63, -1.12, 0.80], [9.84, -0.33, 1.66], [8.46, -0.92, 1.85], [7.59, -0.78, 0.74], [7.86, -1.56, -0.42], [7.62, -3.04, -0.26], [8.67, -3.65, 0.48], [8.24, -4.73, 1.27], [12.28, 0.11, 0.55], [11.94, -1.05, -0.75], [10.93, 0.40, -0.58], [9.74, 0.69, 1.26], [10.34, -0.28, 2.64], [7.98, -0.37, 2.66], [8.52, -1.96, 2.18], [8.86, -1.36, -0.81], [7.15, -1.19, -1.17], [7.60, -3.51, -1.25], [6.66, -3.20, 0.23], [7.38, -4.45, 1.89], [9.06, -5.02, 1.92], [7.97, -5.59, 0.65]], "lowdin_charge": [-0.033, -0.226, 0.469, -0.211, -0.282, -0.097, -0.175, -0.215, -0.002, -0.509, 0.125, -0.133, -0.066, -0.351, 0.577, -0.280, -0.123, -0.248, 0.024, -0.268, -0.048, -0.044, -0.021, -0.128, -0.342, -0.049, -0.092, 0.065, 0.055, 0.068, 0.054, 0.081, 0.094, 0.067, 0.065, 0.065, 0.063, 0.096, 0.067, 0.086, 0.123, 0.119, 0.103, 0.066, 0.071, 0.075, -0.014, -0.014, 0.077, 0.095, 0.096, 0.072, 0.074, 0.083, 0.110, 0.098, 0.132, 0.077, 0.079, 0.065, 0.083, 0.078, 0.071, -0.119, -0.204, -0.198, -0.183, -0.123, -0.182, -0.201, -0.201, -0.115, 0.086, 0.088, 0.088, 0.126, 0.128, 0.128, 0.119, 0.118, 0.128, 0.128, 0.126, 0.087, 0.088, 0.088, -0.115, -0.199, -0.200, -0.181, -0.132, -0.180, -0.200, -0.200, -0.115, 0.088, 0.088, 0.087, 0.125, 0.128, 0.128, 0.119, 0.119, 0.121, 0.129, 0.127, 0.086, 0.088, 0.088]}

{"formula": "C23H30N4O5S", "method": "the ωB97M-V functional and the def2-TZVPD basis", "multiplicity": 1, "charge": 0, "e_above_lowest_kj_mol": 12.30, "homo_lumo_gap_ev": 8.543, "elements": ["O", "C", "N", "H", "C", "H", "H", "C", "H", "C", "C", "O", "N", "C", "H", "C", "H", "H", "C", "O", "C", "H", "C", "H", "O", "H", "H", "C", "C", "H", "H", "H", "H", "H", "H", "H", "H", "C", "N", "C", "N", "C", "C", "C", "C", "S", "C", "C", "C", "C", "H", "H", "H", "H", "H", "H", "H", "H", "C", "O", "H", "H", "H"], "positions_angstrom": [[-3.21, -4.24, 0.76], [-3.39, -3.37, -0.06], [-2.56, -3.07, -1.07], [-2.78, -2.26, -1.64], [-1.19, -3.55, -1.12], [-0.98, -3.91, -2.13], [-1.11, -4.37, -0.41], [-0.22, -2.42, -0.76], [-0.42, -1.56, -1.40], [-0.38, -1.99, 0.71], [0.26, -0.63, 0.95], [-0.41, 0.38, 0.90], [1.59, -0.59, 1.22], [2.53, -1.68, 1.19], [2.03, -2.63, 1.11], [3.52, -1.50, 0.03], [2.99, -1.51, -0.93], [4.25, -2.30, 0.04], [4.24, -0.15, 0.15], [5.08, 0.02, -0.97], [6.35, 0.43, -0.52], [7.10, 0.03, -1.20], [6.41, -0.17, 0.89], [7.01, 0.41, 1.59], [5.07, -0.12, 1.31], [6.77, -1.21, 0.86], [6.42, 1.52, -0.49], [3.20, 0.98, 0.26], [2.23, 0.70, 1.40], [1.45, 1.46, 1.44], [2.78, 0.69, 2.35], [2.67, 1.04, -0.69], [3.71, 1.93, 0.43], [3.10, -1.66, 2.13], [0.01, -2.75, 1.38], [-1.44, -1.86, 0.92], [0.80, -2.76, -0.95], [-4.63, -2.45, -0.04], [-4.23, -1.16, 0.48], [-4.29, -0.91, 1.81], [-3.88, 0.17, 2.39], [-3.35, 1.10, 1.58], [-3.25, 0.98, 0.19], [-2.62, 2.11, -0.40], [-2.27, 3.04, 0.52], [-2.69, 2.58, 2.15], [-1.57, 4.32, 0.22], [-1.65, 4.62, -1.28], [-1.30, 3.37, -2.08], [-2.36, 2.29, -1.86], [-2.04, 1.34, -2.29], [-3.29, 2.57, -2.36], [-1.23, 3.61, -3.14], [-0.33, 2.99, -1.75], [-0.97, 5.43, -1.53], [-2.66, 4.94, -1.53], [-2.00, 5.14, 0.80], [-0.52, 4.23, 0.52], [-3.67, -0.23, -0.43], [-3.57, -0.53, -1.61], [-4.71, -1.69, 2.43], [-5.39, -2.89, 0.61], [-5.02, -2.31, -1.05]], "lowdin_charge": [0.064, -0.488, 0.072, 0.112, -0.166, 0.121, 0.123, -0.151, 0.124, -0.083, -0.428, 0.064, -0.040, -0.126, 0.113, -0.050, 0.125, 0.131, -0.511, -0.043, -0.149, 0.127, -0.146, 0.128, -0.049, 0.126, 0.126, -0.046, -0.115, 0.121, 0.135, 0.133, 0.130, 0.135, 0.120, 0.109, 0.104, -0.032, 0.029, -0.126, 0.089, -0.540, -0.118, -0.211, -0.469, 1.121, -0.198, -0.193, -0.188, -0.130, 0.112, 0.130, 0.109, 0.116, 0.109, 0.119, 0.111, 0.118, -0.349, 0.036, 0.139, 0.133, 0.134]}

{"formula": "C3H6Cl3O2P", "method": "the ωB97M-V functional and the def2-TZVPD basis", "multiplicity": 1, "charge": 0, "e_above_lowest_kj_mol": 0.00, "homo_lumo_gap_ev": 7.860, "elements": ["C", "C", "C", "O", "O", "P", "Cl", "Cl", "Cl", "H", "H", "H", "H", "H", "H"], "positions_angstrom": [[-0.74, 1.82, -2.13], [0.57, -1.28, 0.43], [-1.67, 2.37, 1.44], [-0.29, 1.03, -1.00], [-0.74, -0.78, 0.62], [-1.54, 0.34, -0.11], [-2.81, 1.96, 2.63], [-2.08, 3.70, 0.45], [-0.05, 2.45, 2.15], [-1.56, 1.54, -2.76], [0.09, 1.65, -2.82], [-0.71, 2.77, -1.65], [0.40, -2.05, -0.20], [1.05, -1.49, 1.43], [1.22, -0.52, 0.04]], "lowdin_charge": [-0.155, -0.100, -1.843, -0.447, -0.415, 0.993, 0.507, 0.546, 0.468, 0.077, 0.083, 0.033, 0.052, 0.123, 0.077]}

{"formula": "C37H47Cl2F27O18", "method": "the ωB97M-V functional and the def2-TZVPD basis", "multiplicity": 1, "charge": 0, "e_above_lowest_kj_mol": 127.00, "homo_lumo_gap_ev": 11.203, "elements": ["C", "Cl", "Cl", "H", "H", "C", "C", "O", "C", "O", "C", "F", "F", "F", "H", "H", "H", "H", "H", "C", "C", "O", "C", "O", "C", "F", "F", "F", "H", "H", "H", "H", "H", "C", "C", "O", "C", "O", "C", "F", "F", "F", "H", "H", "H", "H", "H", "C", "C", "O", "C", "O", "C", "F", "F", "F", "H", "H", "H", "H", "H", "C", "C", "O", "C", "O", "C", "F", "F", "F", "H", "H", "H", "H", "H", "C", "C", "O", "C", "O", "C", "F", "F", "F", "H", "H", "H", "H", "H", "C", "C", "O", "C", "O", "C", "F", "F", "F", "H", "H", "H", "H", "H", "C", "C", "O", "C", "O", "C", "F", "F", "F", "H", "H", "H", "H", "H", "C", "C", "O", "C", "O", "C", "F", "F", "F", "H", "H", "H", "H", "H"], "positions_angstrom": [[0.42, 3.12, -6.52], [1.65, 1.82, -6.21], [0.26, 3.44, -8.24], [-0.56, 2.80, -6.12], [0.78, 3.97, -6.06], [6.82, -2.03, -1.49], [6.27, -0.72, -1.14], [5.61, -1.03, 0.14], [6.11, -0.60, 1.30], [7.08, 0.04, 1.51], [5.25, -1.06, 2.45], [6.00, -1.43, 3.52], [4.51, -0.05, 2.86], [4.44, -2.05, 2.09], [7.54, -2.40, -0.72], [7.52, -2.04, -2.33], [6.02, -2.77, -1.64], [5.39, -0.29, -1.64], [7.07, 0.02, -0.86], [-2.21, -8.59, 0.44], [-2.27, -7.13, 0.87], [-1.50, -6.29, -0.07], [-1.18, -5.08, 0.45], [-1.31, -4.66, 1.53], [-0.36, -4.28, -0.60], [-0.81, -4.34, -1.82], [-0.31, -3.00, -0.22], [0.86, -4.83, -0.60], [-2.67, -8.56, -0.56], [-2.94, -9.08, 1.07], [-1.21, -9.06, 0.34], [-1.78, -7.06, 1.84], [-3.32, -6.72, 0.89], [-4.86, -5.07, -3.13], [-3.97, -3.87, -3.36], [-4.37, -2.82, -2.46], [-3.89, -2.91, -1.20], [-3.33, -3.92, -0.81], [-4.11, -1.63, -0.50], [-5.32, -1.06, -0.91], [-4.17, -1.78, 0.83], [-3.13, -0.78, -0.75], [-4.63, -5.59, -2.20], [-4.82, -5.69, -3.96], [-5.88, -4.72, -3.04], [-4.18, -3.42, -4.29], [-2.90, -4.10, -3.16], [2.39, 2.88, 2.75], [3.11, 3.97, 3.47], [2.48, 5.26, 3.12], [1.57, 5.77, 3.84], [1.17, 5.37, 4.88], [0.98, 7.13, 3.42], [1.65, 7.60, 2.34], [-0.25, 6.79, 3.09], [1.05, 8.03, 4.37], [3.04, 1.99, 2.85], [2.15, 3.09, 1.70], [1.51, 2.61, 3.33], [4.18, 3.96, 3.27], [2.97, 3.99, 4.57], [-0.82, -4.44, 4.69], [-2.14, -3.75, 4.97], [-2.65, -3.89, 6.33], [-3.25, -5.12, 6.47], [-3.42, -6.01, 5.66], [-3.80, -5.20, 7.91], [-4.45, -6.35, 8.14], [-2.77, -5.10, 8.78], [-4.64, -4.21, 8.04], [0.00, -3.85, 5.17], [-0.58, -4.33, 3.65], [-0.85, -5.47, 4.97], [-2.96, -4.18, 4.40], [-2.13, -2.73, 4.69], [0.14, 5.72, 0.00], [0.15, 5.90, -1.49], [1.40, 5.31, -1.96], [1.54, 5.30, -3.28], [0.76, 5.61, -4.10], [2.94, 4.70, -3.54], [3.28, 4.52, -4.81], [3.88, 5.56, -3.10], [3.03, 3.52, -2.99], [-0.75, 6.26, 0.37], [1.02, 6.14, 0.53], [0.07, 4.66, 0.28], [0.10, 6.92, -1.83], [-0.58, 5.34, -2.00], [4.53, -2.21, -6.54], [4.04, -0.80, -6.26], [3.02, -0.92, -5.23], [3.51, -0.98, -4.02], [4.70, -0.86, -3.74], [2.36, -1.43, -3.07], [1.24, -0.81, -3.36], [2.14, -2.76, -3.19], [2.73, -1.24, -1.85], [4.91, -2.54, -5.61], [5.37, -2.31, -7.29], [3.78, -2.88, -6.84], [3.55, -0.37, -7.07], [4.85, -0.17, -5.89], [0.22, 0.26, 1.40], [0.77, 0.18, -0.02], [-0.23, 0.51, -0.95], [-0.19, 1.79, -1.33], [0.53, 2.65, -0.85], [-1.17, 2.07, -2.48], [-2.43, 2.16, -2.01], [-0.82, 3.25, -3.05], [-1.17, 1.16, -3.47], [-0.09, 1.29, 1.67], [0.94, -0.10, 2.18], [-0.62, -0.48, 1.43], [0.98, -0.88, -0.20], [1.63, 0.82, -0.14], [-7.08, 5.09, 1.88], [-5.62, 5.48, 2.01], [-4.85, 4.24, 2.03], [-3.59, 4.47, 2.21], [-3.09, 5.56, 2.24], [-2.72, 3.23, 2.38], [-3.13, 2.53, 3.40], [-2.86, 2.49, 1.20], [-1.41, 3.46, 2.43], [-7.61, 6.03, 1.70], [-7.45, 4.54, 2.74], [-7.16, 4.45, 0.99], [-5.42, 6.03, 2.91], [-5.27, 6.05, 1.15]], "lowdin_charge": [-0.972, 0.530, 0.530, 0.044, -0.039, -0.079, -0.170, -0.012, -0.425, 0.188, -0.560, 0.155, 0.169, 0.173, 0.102, 0.086, 0.092, 0.109, 0.136, -0.070, -0.184, 0.019, -0.438, 0.179, -0.592, 0.190, 0.169, 0.172, 0.081, 0.078, 0.093, 0.120, 0.146, -0.047, -0.169, 0.023, -0.343, 0.150, -0.503, 0.117, 0.174, 0.193, 0.078, 0.058, 0.089, 0.115, 0.131, -0.056, -0.145, 0.057, -0.480, 0.165, -0.570, 0.135, 0.182, 0.209, 0.075, 0.090, 0.077, 0.126, 0.129, -0.044, -0.192, 0.027, -0.350, 0.142, -0.563, 0.159, 0.160, 0.200, 0.101, 0.039, 0.070, 0.115, 0.114, -0.047, -0.170, 0.031, -0.432, 0.178, -0.575, 0.155, 0.157, 0.194, 0.085, 0.080, 0.064, 0.133, 0.094, -0.040, -0.178, 0.004, -0.363, 0.118, -0.576, 0.193, 0.162, 0.200, 0.059, 0.106, 0.066, 0.086, 0.131, -0.040, -0.232, 0.038, -0.341, 0.140, -0.492, 0.170, 0.142, 0.159, 0.067, 0.096, 0.088, 0.102, 0.118, -0.054, -0.187, 0.059, -0.428, 0.149, -0.510, 0.212, 0.103, 0.159, 0.082, 0.080, 0.089, 0.125, 0.130]}

- What is the multiplicity in the third record?
  1

- Number 1 is which compound?
  C33H64O10Si2